1.
{
  "formula": "C17H41N5OPtSb",
  "method": "ωB97M-V/def2-TZVPD",
  "symbols": ["Pt", "Sb", "O", "N", "N", "N", "N", "N", "C", "C", "C", "C", "C", "C", "C", "C", "C", "C", "C", "C", "C", "C", "C", "C", "C", "H", "H", "H", "H", "H", "H", "H", "H", "H", "H", "H", "H", "H", "H", "H", "H", "H", "H", "H", "H", "H", "H", "H", "H", "H", "H", "H", "H", "H", "H", "H", "H", "H", "H", "H", "H", "H", "H", "H", "H", "H"],
  "positions_angstrom": [[0.14, -0.08, 0.52], [1.52, -1.22, 2.89], [1.63, -0.73, -0.57], [-4.15, -0.69, 1.36], [-1.90, -0.72, 0.74], [-0.69, 1.84, 1.05], [-2.94, 1.26, 1.42], [-2.37, 3.44, 1.00], [3.88, 0.25, 2.75], [-2.98, -0.09, 1.15], [2.86, -3.67, 1.35], [0.28, 0.82, 4.85], [-0.91, -1.39, 4.63], [1.85, -0.85, -1.96], [1.20, -1.22, 6.03], [-5.35, 0.07, 1.73], [1.72, -3.55, 2.33], [-4.30, -2.12, 1.10], [0.41, -0.69, 4.86], [0.36, -3.75, 1.71], [3.19, 1.49, 2.31], [1.94, -4.24, 3.64], [4.36, 0.18, 4.15], [4.57, -0.55, 1.72], [-1.95, 2.18, 1.13], [1.32, -2.31, 5.99], [-6.20, -0.61, 1.77], [1.10, -4.10, 4.34], [2.56, 1.94, 3.08], [5.32, 0.74, 4.17], [0.22, -3.12, 0.83], [2.63, 1.35, 1.38], [2.80, -0.39, -2.23], [5.45, 0.04, 1.40], [-1.73, 4.19, 0.79], [-5.60, 0.83, 0.99], [1.07, -0.33, -2.53], [-4.40, -2.33, 0.03], [3.97, -0.71, 0.83], [0.65, -0.99, 6.95], [2.01, -5.32, 3.45], [-5.19, -2.49, 1.61], [3.83, -3.50, 1.82], [-5.25, 0.52, 2.72], [-0.10, 2.63, 0.83], [-3.34, 3.71, 1.10], [-0.17, 1.19, 3.92], [2.18, -0.76, 6.12], [-0.80, -2.48, 4.63], [3.71, 0.67, 4.86], [4.61, -0.83, 4.47], [4.96, -1.49, 2.10], [-0.45, -3.60, 2.42], [2.87, -3.96, 4.12], [1.24, 1.32, 5.01], [-3.45, -2.68, 1.50], [0.31, -4.80, 1.37], [3.98, 2.22, 2.07], [-1.57, -1.14, 5.47], [-3.83, 1.67, 1.65], [2.74, -3.00, 0.49], [1.84, -1.89, -2.27], [-0.37, 1.12, 5.67], [-1.40, -1.06, 3.71], [-2.08, -1.66, 0.42], [2.87, -4.69, 0.96]],
  "e_homo_ev": [-16.681, -17.521],
  "spin_multiplicity": 5,
  "relative_energy_kj_mol": 52.76,
  "fmax_ev_per_a": 1.4,
  "s2": 6.022,
  "gap_ev": [6.9, 5.6],
  "total_charge": 3,
  "total_energy_ha": -1379.8096
}

---

2.
{
  "formula": "C17H42N2O5",
  "method": "ωB97M-V/def2-TZVPD",
  "symbols": ["O", "O", "O", "O", "O", "N", "N", "C", "C", "C", "C", "C", "C", "C", "C", "C", "C", "C", "C", "C", "C", "C", "C", "C", "H", "H", "H", "H", "H", "H", "H", "H", "H", "H", "H", "H", "H", "H", "H", "H", "H", "H", "H", "H", "H", "H", "H", "H", "H", "H", "H", "H", "H", "H", "H", "H", "H", "H", "H", "H", "H", "H", "H", "H", "H", "H"],
  "positions_angstrom": [[-6.86, 3.67, -6.98], [2.73, -0.88, 4.34], [-2.17, 2.60, -4.45], [1.83, 2.07, 3.76], [0.47, -0.04, -1.10], [-4.87, 1.75, -5.21], [3.07, -2.09, 3.69], [4.53, -2.73, 5.57], [2.92, -1.02, 1.54], [-1.12, 2.42, -3.54], [-7.04, 2.55, -6.13], [2.12, -3.41, 5.49], [4.73, -4.21, 2.82], [-5.85, 1.63, -6.27], [5.11, -1.01, 2.72], [3.71, -4.44, 3.90], [3.36, -3.15, 4.66], [3.83, -1.84, 2.47], [4.17, -3.16, 1.84], [-4.44, 3.11, -4.89], [0.62, 1.54, 3.28], [-0.74, -0.26, -0.37], [-7.48, 4.82, -6.49], [-3.37, 3.05, -3.83], [5.98, -1.63, 2.95], [2.97, 0.04, 1.76], [4.13, -5.08, 4.69], [4.19, -2.04, 6.34], [4.86, -3.09, 1.00], [0.35, 0.59, 3.76], [1.77, -0.87, 4.35], [-0.23, 2.15, -4.10], [1.17, -0.61, -0.77], [1.21, -3.36, 4.89], [-0.53, -0.59, 0.65], [-1.36, 1.65, -2.79], [-7.95, 2.04, -6.46], [3.23, -1.21, 0.51], [-0.23, 2.22, 3.32], [0.70, 1.28, 2.21], [1.89, -1.38, 1.67], [5.66, -3.86, 3.29], [-4.05, 1.20, -5.43], [-8.56, 4.67, -6.31], [-7.11, 5.10, -5.49], [2.19, -4.35, 6.04], [2.43, 1.32, 3.69], [-5.30, 3.64, -4.48], [-1.24, 0.70, -0.29], [2.02, -2.68, 6.29], [2.82, -5.02, 3.63], [5.04, -5.09, 2.26], [-7.34, 5.64, -7.19], [-1.32, -1.06, -0.84], [-4.08, 3.68, -5.76], [3.24, -3.63, 1.51], [-5.42, 1.91, -7.25], [5.34, -2.20, 5.07], [4.96, -0.23, 3.47], [-6.21, 0.61, -6.37], [-7.12, 2.89, -5.09], [-3.16, 4.01, -3.34], [5.00, -3.57, 6.09], [-3.68, 2.35, -3.05], [-0.89, 3.36, -3.01], [5.38, -0.47, 1.80]],
  "e_homo_ev": -8.534,
  "relative_energy_kj_mol": 84.76,
  "fmax_ev_per_a": 1.7,
  "gap_ev": 9.1,
  "total_charge": 0,
  "total_energy_ha": -1158.4891,
  "smiles": "CC1(C)CCCC(C)(C)N1O.COCCNCCOC.CO.CO"
}

---

3.
{
  "formula": "C17H42N3O13P4",
  "method": "ωB97M-V/def2-TZVPD",
  "symbols": ["P", "P", "P", "P", "O", "O", "O", "O", "O", "O", "O", "O", "O", "O", "O", "O", "O", "N", "N", "N", "C", "C", "C", "C", "C", "C", "C", "C", "C", "C", "C", "C", "C", "C", "C", "C", "C", "H", "H", "H", "H", "H", "H", "H", "H", "H", "H", "H", "H", "H", "H", "H", "H", "H", "H", "H", "H", "H", "H", "H", "H", "H", "H", "H", "H", "H", "H", "H", "H", "H", "H", "H", "H", "H", "H", "H", "H", "H", "H"],
  "positions_angstrom": [[2.76, -2.33, -2.37], [-3.49, -2.98, 2.94], [-0.21, 3.33, -0.17], [2.80, 6.21, -0.72], [0.66, 7.75, 0.72], [-1.72, 3.54, 0.38], [3.74, -1.13, -1.89], [-3.33, -2.16, 4.16], [-2.01, -3.68, 2.84], [-3.73, -3.38, 1.34], [-0.29, 6.10, 1.83], [0.67, 2.65, 1.01], [2.51, -2.88, -0.82], [2.48, -2.00, -3.80], [3.29, 5.06, -1.82], [-4.38, -4.26, 3.47], [3.87, -3.54, -2.57], [0.47, 4.74, -0.82], [-0.32, 2.29, -1.33], [4.02, 6.25, 0.51], [-0.63, 5.54, -1.42], [-2.57, -1.44, 0.38], [-0.98, 7.83, -2.15], [3.17, 0.18, -1.72], [0.51, 6.54, 0.95], [5.14, -3.53, -4.63], [-5.74, -4.04, 3.81], [-0.20, 6.74, -2.23], [-6.61, -3.83, 2.59], [1.29, 5.48, 0.15], [0.89, -4.64, -1.38], [4.04, -4.19, -3.82], [2.27, 0.25, -0.50], [-0.91, -3.17, 3.58], [-0.76, -3.88, 4.91], [-3.83, -2.28, 0.40], [1.21, -3.43, -0.52], [2.79, -0.15, 0.38], [-1.70, -2.06, 0.20], [5.02, -2.45, -4.69], [-6.39, -2.87, 2.11], [0.80, -4.36, -2.44], [-0.01, -3.34, 2.98], [2.61, 0.46, -2.62], [1.22, -3.71, 0.53], [-6.44, -4.61, 1.85], [-1.70, 4.20, 1.11], [-2.42, -0.93, 1.34], [3.68, 6.93, 1.19], [6.11, -3.71, -4.16], [1.97, 1.28, -0.30], [-1.70, -3.91, 5.46], [-1.42, 5.83, -0.70], [2.54, 4.77, -2.35], [0.70, 6.79, -2.83], [-6.07, -4.93, 4.35], [-0.01, -3.40, 5.53], [-0.99, -2.09, 3.72], [1.37, -0.34, -0.65], [4.30, -5.22, -3.61], [1.73, 4.80, 0.91], [-1.23, 8.38, -3.07], [-0.46, -4.92, 4.76], [4.00, 5.35, 1.01], [-4.01, -2.72, -0.58], [-7.67, -3.82, 2.86], [5.17, -3.94, -5.64], [-1.36, 8.21, -1.21], [-1.14, 4.88, -2.13], [-0.06, -5.09, -1.07], [-4.70, -1.67, 0.65], [3.10, -4.21, -4.38], [0.57, 3.17, 1.82], [4.00, 0.88, -1.62], [-5.82, -3.19, 4.50], [0.46, -2.65, -0.65], [1.68, -5.39, -1.31], [-2.64, -0.67, -0.40], [0.06, 2.73, -2.16]],
  "e_homo_ev": -4.977,
  "fmax_ev_per_a": 7.4,
  "gap_ev": 6.3,
  "total_charge": -1,
  "total_energy_ha": -3180.9252
}

---

4.
{
  "formula": "C17H43BrClN5O2PSSi2",
  "method": "ωB97M-V/def2-TZVPD",
  "symbols": ["Br", "Cl", "S", "P", "Si", "Si", "O", "O", "N", "N", "N", "N", "N", "C", "C", "C", "C", "C", "C", "C", "C", "C", "C", "C", "C", "C", "C", "C", "C", "C", "H", "H", "H", "H", "H", "H", "H", "H", "H", "H", "H", "H", "H", "H", "H", "H", "H", "H", "H", "H", "H", "H", "H", "H", "H", "H", "H", "H", "H", "H", "H", "H", "H", "H", "H", "H", "H", "H", "H", "H", "H", "H", "H"],
  "positions_angstrom": [[1.80, -0.16, -2.24], [-5.36, 0.65, 1.10], [1.03, 1.79, 2.64], [1.32, 3.36, 1.48], [-0.51, 4.00, 0.33], [-0.60, 1.61, -1.28], [-0.66, 3.28, -1.16], [1.64, -4.90, -0.63], [-1.81, 3.65, 1.42], [-2.77, 6.02, -0.33], [-1.29, 7.94, -0.73], [-1.43, 6.20, -2.24], [1.31, -4.92, 0.62], [-3.40, 1.34, -0.64], [2.21, -5.81, 1.41], [0.56, 1.25, -2.75], [-0.56, -0.45, -4.32], [0.24, -3.53, 2.41], [1.49, -6.30, 2.69], [-0.15, 1.01, -4.08], [-3.69, 0.39, 0.49], [2.55, -7.04, 0.59], [-1.48, 6.47, -0.83], [-0.34, 5.84, -0.01], [0.28, -2.74, 0.10], [1.08, -3.53, 1.12], [3.51, -5.08, 1.77], [-2.26, 0.82, -1.57], [3.32, -3.66, 2.31], [2.42, -2.85, 1.38], [2.24, -1.86, 1.81], [1.18, 2.13, -2.88], [-3.65, -0.64, 0.16], [-0.01, -2.50, 2.68], [-0.82, -0.94, -3.40], [-4.30, 1.42, -1.23], [-2.60, 0.90, -2.60], [1.65, -7.56, 0.25], [-1.97, 8.39, -1.34], [4.05, -5.69, 2.51], [-1.44, 8.24, 0.23], [0.02, 0.99, -0.10], [2.91, -3.69, 3.32], [-1.03, 1.64, -4.14], [-0.68, 6.73, -2.66], [2.93, -2.69, 0.43], [-3.03, 0.56, 1.33], [-2.85, 6.30, 0.64], [-0.16, 6.40, 0.90], [0.49, 1.31, -4.90], [1.70, -7.35, 2.87], [3.15, -6.80, -0.29], [0.82, -2.59, -0.83], [-1.51, 2.99, 2.15], [3.13, -7.73, 1.21], [0.56, 5.95, -0.62], [-2.12, -0.24, -1.39], [1.60, 4.47, 2.30], [-3.19, 2.34, -0.28], [2.46, 3.27, 0.65], [-1.43, -0.51, -4.98], [-0.67, -3.23, -0.13], [0.40, -6.23, 2.59], [4.15, -5.03, 0.88], [1.79, -5.76, 3.58], [0.06, -1.75, 0.51], [-3.47, 6.54, -0.84], [-1.25, 5.22, -2.42], [0.24, -0.98, -4.81], [-2.14, 4.49, 1.87], [4.29, -3.18, 2.39], [0.74, -3.97, 3.27], [-0.70, -4.07, 2.26]],
  "e_homo_ev": [-8.137, -8.571],
  "spin_multiplicity": 2,
  "fmax_ev_per_a": 1.8,
  "s2": 0.754,
  "gap_ev": [8.3, 8.7],
  "total_charge": 0,
  "total_energy_ha": -5450.6438
}

---

5.
{
  "formula": "C17H43F5N6O5P2S",
  "method": "ωB97M-V/def2-TZVPD",
  "symbols": ["S", "P", "P", "F", "F", "F", "F", "F", "O", "O", "O", "O", "O", "N", "N", "N", "N", "N", "N", "C", "C", "C", "C", "C", "C", "C", "C", "C", "C", "C", "C", "C", "C", "C", "C", "C", "H", "H", "H", "H", "H", "H", "H", "H", "H", "H", "H", "H", "H", "H", "H", "H", "H", "H", "H", "H", "H", "H", "H", "H", "H", "H", "H", "H", "H", "H", "H", "H", "H", "H", "H", "H", "H", "H", "H", "H", "H", "H", "H"],
  "positions_angstrom": [[-3.72, -1.85, -2.08], [-0.31, -0.84, 2.07], [4.66, 2.49, -0.72], [-7.97, -1.93, -0.69], [-8.97, -0.89, -3.50], [-9.17, -3.62, -1.49], [-9.92, -0.57, -1.57], [-10.61, -2.16, -2.87], [-4.53, -2.68, -3.25], [-4.39, -0.38, -2.34], [0.64, -1.62, 1.20], [-4.13, -2.26, -0.77], [3.25, 2.56, -0.23], [0.27, -1.36, 3.60], [6.23, 3.07, -1.20], [4.45, 1.42, -2.06], [0.28, 0.74, 1.67], [5.35, 1.66, 0.61], [-1.77, -0.22, 2.81], [6.22, 3.86, -2.46], [0.18, 1.10, 0.25], [-8.49, -2.49, -1.80], [-7.36, -2.84, -2.74], [5.41, 0.46, -2.56], [-5.07, -3.94, -2.83], [-2.59, -1.28, 3.46], [0.61, -0.47, 4.70], [-6.41, -3.86, -2.11], [-9.52, -1.51, -2.44], [6.86, 3.96, -0.19], [3.53, 1.89, -3.09], [4.54, 1.55, 1.82], [0.34, 1.90, 2.53], [1.14, -2.52, 3.62], [6.24, 0.52, 0.51], [-2.69, 0.44, 1.85], [6.99, 0.66, -0.26], [-7.74, -3.24, -3.68], [6.01, 3.24, -3.32], [-2.91, -2.04, 2.74], [7.21, 4.29, -2.64], [2.59, 2.22, -2.64], [7.01, 3.44, 0.75], [-6.26, -3.59, -1.07], [-3.62, 0.70, 2.35], [5.72, -0.25, -1.80], [-0.85, 1.28, -0.07], [0.59, 0.31, -0.37], [3.78, 0.76, 1.73], [6.79, 0.39, 1.45], [-6.83, -1.91, -2.92], [1.17, -2.95, 4.63], [7.85, 4.27, -0.53], [-2.28, 1.38, 1.48], [-2.04, -1.77, 4.25], [6.32, 0.90, -3.00], [4.03, 2.48, 2.04], [2.17, -2.27, 3.33], [0.88, 2.70, 2.03], [-3.47, -0.83, 3.91], [-0.13, 0.31, 4.83], [1.60, -0.02, 4.56], [-6.83, -4.86, -2.10], [-5.04, -0.45, -3.06], [-5.25, -4.49, -3.75], [5.69, -0.41, 0.33], [5.50, 4.68, -2.43], [0.77, -3.30, 2.96], [-2.93, -0.19, 0.99], [-0.64, 2.30, 2.83], [3.28, 1.09, -3.79], [0.63, -1.03, 5.64], [4.95, -0.16, -3.34], [5.17, 1.32, 2.68], [6.25, 4.85, 0.01], [3.93, 2.73, -3.68], [0.91, 1.70, 3.44], [0.76, 2.00, 0.04], [-4.35, -4.55, -2.27]],
  "e_homo_ev": -7.858,
  "relative_energy_kj_mol": 0.00,
  "fmax_ev_per_a": 6.9,
  "gap_ev": 8.4,
  "total_charge": 0,
  "total_energy_ha": -2958.4456
}

---

6.
{
  "formula": "C17H43N4O5",
  "method": "ωB97M-V/def2-TZVPD",
  "symbols": ["O", "O", "O", "O", "O", "N", "N", "N", "N", "C", "C", "C", "C", "C", "C", "C", "C", "C", "C", "C", "C", "C", "C", "C", "C", "C", "H", "H", "H", "H", "H", "H", "H", "H", "H", "H", "H", "H", "H", "H", "H", "H", "H", "H", "H", "H", "H", "H", "H", "H", "H", "H", "H", "H", "H", "H", "H", "H", "H", "H", "H", "H", "H", "H", "H", "H", "H", "H", "H"],
  "positions_angstrom": [[1.14, 0.25, 2.58], [-1.62, -3.06, 1.14], [-3.52, -2.07, -2.59], [-2.39, -2.04, -7.04], [7.10, 5.67, 4.25], [6.64, 3.14, 3.31], [2.46, 1.93, 4.91], [-4.82, -1.62, -5.41], [-1.87, -0.20, 1.83], [-2.50, -2.15, 0.49], [4.26, 3.42, 4.15], [-1.91, -0.76, 0.49], [5.26, 3.72, 3.05], [-3.42, -1.11, -7.35], [7.20, 3.33, 4.68], [1.21, -1.15, 2.32], [-4.06, -0.58, -6.09], [-2.13, -3.59, 2.36], [-2.65, -3.36, -7.46], [0.38, 1.01, 1.65], [3.67, 2.00, 4.10], [-5.31, -1.25, -4.08], [-4.28, -0.95, -3.00], [7.30, 4.78, 5.05], [-1.12, 1.04, 1.95], [-2.37, -2.35, -3.38], [-1.75, -3.94, -7.28], [-1.94, -1.44, -3.79], [-5.93, -2.07, -3.73], [-1.24, 1.40, 2.98], [-5.96, -0.38, -4.19], [7.60, 4.98, 6.09], [-4.74, 0.24, -6.35], [-3.26, -0.16, -5.46], [3.45, 1.77, 3.06], [0.75, 2.03, 1.72], [-4.83, -0.62, -2.11], [-2.52, -0.11, -0.15], [6.61, 2.15, 3.09], [2.17, -1.51, 2.71], [0.42, -1.69, 2.82], [1.69, 1.61, 4.34], [7.29, 3.57, 2.65], [-0.91, -0.83, 0.03], [-2.96, -0.27, -7.89], [2.57, 1.32, 5.69], [-1.63, -2.82, -2.72], [4.42, 1.29, 4.46], [4.91, 3.25, 2.13], [6.63, 2.75, 5.40], [0.59, 0.67, 0.63], [5.36, 4.78, 2.86], [-2.21, -2.83, 3.14], [-3.61, -0.12, -3.28], [-3.48, -3.81, -6.89], [-1.47, -0.88, 2.46], [-3.11, -4.05, 2.21], [-4.25, -2.45, -5.33], [3.43, 4.11, 4.01], [-1.43, -4.36, 2.69], [4.64, 3.64, 5.15], [-2.89, -3.40, -8.52], [8.21, 2.92, 4.69], [-2.59, -3.05, -4.19], [-3.49, -2.15, 0.96], [1.17, -1.35, 1.25], [-4.17, -1.56, -8.00], [-1.57, 1.79, 1.30], [-2.62, -2.47, -0.55]],
  "e_homo_ev": -9.900,
  "fmax_ev_per_a": 0.9,
  "gap_ev": 6.6,
  "total_charge": 1,
  "total_energy_ha": -1268.3847
}